Computed, not measured: a molecular structure, C3H3N3O2, with ωB97M-V with the def2-TZVPD basis set.

## Properties
**Electronic energy**: -11721.3377 eV
**HOMO energy**: -9.84 eV
**Lowest unoccupied orbital energy**: -0.012 hartree
**Net charge**: 0
**Strongest force on any atom**: 5.497 eV/A
**Gap between HOMO and LUMO**: 9.5221 eV

Positions of all 11 atoms, in Å:
C 0.58769 -0.25341 -0.05082
C -0.93656 1.28529 0.03968
C -0.84374 -0.75017 -0.15553
H 2.65768 0.75218 0.23415
H -1.12121 2.40797 -0.05053
H -2.30798 -1.85494 -0.01506
N 1.68418 -0.91710 -0.00876
N -1.77902 0.37832 -0.06364
N -1.27409 -1.90116 0.09556
O 2.88267 -0.25254 -0.05051
O 0.45039 1.10556 0.02545

Results of the natural (NBO) charge analysis, in e, for atoms 1 through 2:
1 C 0.35
2 C 0.40